Model P:
The following is a quantum chemistry calculation of C8H24LiO4S4 as an isolated structure, from OMol25.

Output
**LUMO**: -1.9 eV
**Total charge**: +1
**HOMO energy**: -11.94 eV

Each line ends with the natural charge from an NBO analysis.
Positions of all 41 atoms, in Å:
Li -0.90 -0.06 0.57  0.912
C 3.83 1.92 -0.02  -0.839
S 3.10 0.26 -0.21  1.214
O 1.55 0.52 -0.05  -1.006
C 3.39 0.34 -1.99  -0.771
H 3.59 2.19 0.97  0.236
H 3.63 2.80 -0.76  0.250
H 4.96 1.90 -0.33  0.242
H 3.26 -0.92 -2.09  0.220
H 4.33 0.65 -2.16  0.217
H 2.71 1.01 -2.51  0.247
C -1.73 0.99 4.49  -0.823
S -0.97 -0.57 3.99  1.276
O -0.74 -0.51 2.48  -1.044
C 0.61 -0.23 4.69  -0.891
H -2.10 0.86 5.53  0.249
H -2.72 0.95 3.89  0.254
H -1.09 1.81 4.30  0.236
H 0.74 -0.17 5.88  0.266
H 1.09 0.74 4.44  0.246
H 1.23 -1.17 4.41  0.257
C -1.80 0.90 -2.39  -0.868
S -2.76 1.61 -1.04  1.255
O -2.12 1.22 0.28  -1.045
C -2.27 3.40 -1.19  -0.828
H -2.14 0.88 -3.32  0.244
H -1.94 -0.21 -2.16  0.258
H -0.72 1.14 -2.53  0.242
H -1.74 3.66 -2.16  0.253
H -1.51 3.57 -0.42  0.254
H -3.28 3.98 -0.74  0.262
C -0.41 -2.49 -2.97  -0.819
S -0.11 -2.85 -1.26  1.206
O -1.15 -1.96 -0.48  -1.023
C -0.92 -4.49 -1.27  -0.759
H 0.09 -3.17 -3.57  0.238
H -0.12 -1.48 -3.25  0.243
H -1.57 -2.48 -3.11  0.243
H -0.52 -5.16 -1.99  0.232
H -1.84 -4.31 -1.55  0.222
H -0.90 -5.06 -0.44  0.243

***

Model Q:
The following is a quantum chemistry calculation of C8H24LiO4S4 as an isolated structure, from OMol25.

Output
**LUMO**: -1.9 eV
**Total charge**: +1
**HOMO energy**: -11.96 eV

Each line ends with the natural charge from an NBO analysis.
Positions of all 41 atoms, in Å:
Li 23.41 37.98 15.92  0.891
C 25.66 40.91 18.54  -0.878
S 25.31 39.20 18.26  1.340
O 24.15 39.21 17.35  -1.051
C 26.54 38.91 17.08  -0.816
H 24.78 41.63 18.66  0.278
H 26.28 41.42 17.91  0.228
H 26.28 41.02 19.67  0.242
H 26.62 39.58 16.37  0.211
H 26.44 37.98 16.66  0.245
H 27.43 38.87 17.60  0.228
C 25.78 40.47 13.91  -0.814
S 25.50 38.75 13.38  1.219
O 24.34 38.28 14.33  -1.042
C 24.59 39.17 11.89  -0.836
H 26.85 40.50 13.75  0.228
H 25.60 40.83 14.91  0.260
H 25.11 41.25 13.08  0.238
H 24.37 38.17 11.42  0.258
H 25.25 40.14 11.33  0.267
H 23.55 39.48 12.16  0.244
C 19.41 39.70 15.08  -0.850
S 21.03 39.60 14.41  1.251
O 21.71 38.55 15.29  -1.042
C 20.75 38.70 12.85  -0.808
H 18.64 39.92 14.32  0.249
H 19.48 40.51 15.82  0.256
H 19.08 38.66 15.50  0.266
H 21.64 38.62 12.27  0.229
H 20.10 39.52 12.29  0.228
H 20.30 37.69 12.94  0.254
C 24.14 33.81 15.76  -0.850
S 24.44 34.87 17.09  1.331
O 23.76 36.12 16.68  -1.050
C 23.27 34.08 18.10  -0.840
H 24.58 32.87 15.91  0.239
H 24.77 34.34 14.97  0.240
H 23.10 33.60 15.52  0.249
H 22.11 33.73 17.69  0.252
H 23.25 34.57 18.92  0.212
H 23.72 33.03 18.47  0.243

***

model P comes first in stability; the runner-up is 0.761 eV higher.

***

Model P:
The following is a quantum chemistry calculation of a 2-piece molecular cluster, C3H10O3 overall, from OMol25.

Output
**SMILES**: OCCCO.O
**LUMO**: 0.8 eV
**Total charge**: 0
**HOMO energy**: -10.04 eV

Each line ends with the natural charge from an NBO analysis.
Positions of all 16 atoms, in Å:
O 0.22 2.46 0.54  -0.719
C -0.93 1.67 0.39  -0.055
C -0.71 0.51 -0.56  -0.451
C -1.69 -0.59 -0.38  -0.063
O -1.32 -1.43 0.71  -0.727
H 0.00 3.39 0.48  0.474
H -1.24 1.27 1.36  0.159
H -1.85 2.22 0.12  0.155
H -0.69 0.90 -1.59  0.207
H 0.33 0.19 -0.45  0.226
H -2.71 -0.20 -0.28  0.158
H -1.79 -1.22 -1.28  0.164
H -2.09 -1.82 1.12  0.472
O 5.17 -2.31 -0.05  -0.937
H 4.39 -1.90 -0.41  0.470
H 4.92 -3.16 0.26  0.467

***

Model Q:
The following is a quantum chemistry calculation of a 3-piece molecular cluster, C3H10O3 overall, from OMol25.

Output
**SMILES**: C=CCO.O.O
**LUMO**: 0.7 eV
**Total charge**: 0
**HOMO energy**: -9.87 eV

Each line ends with the natural charge from an NBO analysis.
Positions of all 16 atoms, in Å:
C -1.33 -0.62 2.15  -0.405
C -0.51 -0.67 1.10  -0.204
C 0.95 -0.35 1.33  -0.108
O 1.54 0.20 0.13  -0.756
H -2.33 -1.03 1.95  0.197
H -1.04 -0.57 3.18  0.200
H -0.72 -1.07 0.10  0.234
H 1.25 0.46 1.97  0.200
H 1.44 -1.28 1.61  0.171
H 1.63 -0.45 -0.59  0.470
O 0.70 1.92 -2.31  -0.942
H 0.93 1.97 -1.36  0.485
H -0.25 2.14 -2.21  0.469
O -0.99 -0.39 -2.12  -0.978
H -1.04 -0.43 -3.08  0.478
H -0.22 0.15 -1.85  0.488

***

model P comes first in stability; the runner-up is 0.617 eV higher.

***

Model P:
The following is a quantum chemistry calculation of a 4-piece molecular cluster, C16H44N4O4 overall, from OMol25.

Output
**SMILES**: COC[C@H](C)N.COC[C@H](C)N.COC[C@H](C)N.COC[C@H](C)N
**LUMO**: 0.7 eV
**Total charge**: 0
**HOMO energy**: -9.07 eV

Each line ends with the natural charge from an NBO analysis.
Positions of all 68 atoms, in Å:
C 5.36 2.71 27.92  -0.247
O 4.55 2.58 26.78  -0.547
C 5.31 2.40 25.61  -0.060
C 4.42 2.81 24.41  -0.065
C 3.53 1.66 23.94  -0.616
N 5.22 3.32 23.31  -0.826
H 6.00 3.59 27.99  0.163
H 6.01 1.83 28.05  0.178
H 4.74 2.78 28.82  0.182
H 6.22 3.02 25.61  0.166
H 5.61 1.35 25.52  0.169
H 3.73 3.57 24.82  0.168
H 2.92 1.36 24.80  0.213
H 4.18 0.79 23.80  0.206
H 2.90 1.83 23.08  0.213
H 5.80 4.08 23.66  0.348
H 4.58 3.78 22.66  0.354
C 0.00 3.31 29.78  -0.249
O 1.08 3.20 30.67  -0.529
C 1.99 4.25 30.46  -0.074
C 3.25 4.14 31.35  -0.062
C 3.02 4.31 32.86  -0.612
N 4.24 5.15 30.98  -0.838
H 0.30 3.12 28.74  0.167
H -0.52 4.27 29.80  0.166
H -0.73 2.54 30.02  0.192
H 2.49 4.12 29.49  0.151
H 1.58 5.26 30.46  0.165
H 3.66 3.13 31.28  0.184
H 2.16 3.73 33.20  0.217
H 2.84 5.36 33.09  0.193
H 3.83 3.89 33.46  0.216
H 4.12 6.09 31.32  0.363
H 4.24 5.18 29.96  0.350
C 5.77 -1.19 30.45  -0.244
O 5.30 -1.95 29.37  -0.559
C 5.23 -1.24 28.15  -0.085
C 4.80 -2.28 27.07  -0.062
C 4.53 -1.62 25.71  -0.616
N 3.54 -2.92 27.50  -0.824
H 6.00 -1.93 31.22  0.191
H 5.04 -0.47 30.83  0.171
H 6.71 -0.67 30.23  0.161
H 4.52 -0.41 28.18  0.161
H 6.23 -0.89 27.88  0.181
H 5.63 -2.97 27.00  0.189
H 3.71 -0.90 25.67  0.208
H 4.43 -2.38 24.94  0.224
H 5.42 -1.03 25.49  0.194
H 2.86 -2.18 27.66  0.341
H 3.74 -3.27 28.44  0.364
C 8.72 0.12 26.08  -0.255
O 8.27 0.33 27.38  -0.548
C 9.20 0.15 28.42  -0.071
C 9.90 -1.24 28.52  -0.082
C 8.93 -2.36 28.88  -0.613
N 10.95 -1.19 29.53  -0.807
H 9.35 -0.77 25.90  0.167
H 9.33 0.97 25.74  0.167
H 7.91 0.02 25.36  0.196
H 9.96 0.94 28.36  0.157
H 8.73 0.40 29.38  0.181
H 10.22 -1.37 27.48  0.187
H 9.35 -3.36 28.74  0.223
H 8.06 -2.26 28.22  0.211
H 8.60 -2.27 29.91  0.201
H 11.46 -0.32 29.34  0.345
H 10.55 -0.97 30.44  0.348

***

Model Q:
The following is a quantum chemistry calculation of a 4-piece molecular cluster, C16H44N4O4 overall, from OMol25.

Output
**SMILES**: COC[C@H](C)N.COC[C@H](C)N.COC[C@H](C)N.COC[C@H](C)N
**LUMO**: 0.8 eV
**Total charge**: 0
**HOMO energy**: -8.91 eV

Each line ends with the natural charge from an NBO analysis.
Positions of all 68 atoms, in Å:
C -26.22 16.30 8.67  -0.254
O -24.92 16.81 8.63  -0.555
C -24.00 15.77 8.67  -0.057
C -22.62 16.29 8.70  -0.084
C -22.20 17.26 7.62  -0.604
N -21.68 15.24 8.76  -0.830
H -26.80 17.11 9.10  0.195
H -26.23 15.36 9.23  0.172
H -26.57 16.18 7.64  0.170
H -24.29 15.19 9.54  0.159
H -24.28 15.19 7.79  0.152
H -22.59 16.82 9.66  0.179
H -22.24 16.68 6.70  0.186
H -21.18 17.54 7.88  0.219
H -22.88 18.09 7.39  0.229
H -21.59 14.85 7.84  0.359
H -21.90 14.64 9.54  0.367
C -16.69 19.19 10.38  -0.255
O -17.32 18.42 9.39  -0.530
C -18.68 18.75 9.33  -0.087
C -18.90 20.19 8.66  -0.074
C -20.32 20.47 8.15  -0.624
N -18.06 20.33 7.47  -0.835
H -16.48 20.20 10.02  0.168
H -15.75 18.70 10.65  0.196
H -17.39 19.32 11.20  0.170
H -19.15 18.13 8.58  0.183
H -19.28 18.72 10.24  0.171
H -18.59 20.99 9.34  0.176
H -20.57 19.73 7.39  0.198
H -20.60 21.48 7.83  0.226
H -21.01 20.24 8.95  0.211
H -18.54 19.89 6.70  0.345
H -17.21 19.81 7.68  0.361
C -24.60 19.82 7.13  -0.266
O -24.06 20.41 8.33  -0.567
C -23.91 21.83 8.42  -0.077
C -25.28 22.52 8.67  -0.075
C -25.23 24.01 9.09  -0.630
N -25.96 21.99 9.78  -0.817
H -24.12 20.18 6.22  0.172
H -25.61 20.23 7.02  0.161
H -24.75 18.74 7.20  0.223
H -23.18 22.20 9.14  0.191
H -23.57 22.16 7.44  0.163
H -25.97 22.29 7.86  0.184
H -25.27 24.22 10.16  0.213
H -26.21 24.37 8.78  0.223
H -24.50 24.61 8.55  0.207
H -25.94 20.99 9.66  0.359
H -25.34 22.16 10.57  0.335
C -26.47 25.19 16.71  -0.246
O -26.45 25.14 15.31  -0.538
C -27.51 24.40 14.66  -0.088
C -27.32 24.60 13.19  -0.049
C -27.83 26.00 12.65  -0.630
N -27.91 23.46 12.37  -0.845
H -25.72 25.85 17.15  0.193
H -26.38 24.21 17.20  0.161
H -27.41 25.53 17.15  0.162
H -27.40 23.33 14.84  0.170
H -28.57 24.62 14.77  0.182
H -26.27 24.40 12.96  0.175
H -28.90 26.04 12.48  0.215
H -27.36 26.27 11.70  0.209
H -27.47 26.68 13.43  0.221
H -27.72 23.65 11.39  0.362
H -27.35 22.63 12.51  0.345

***

model P comes first in stability; the runner-up is 1.823 eV higher.

***

Model P:
The following is a quantum chemistry calculation of C9H16 as an isolated structure, from OMol25.

Output
**LUMO**: 1.0 eV
**Total charge**: 0
**HOMO energy**: -9.21 eV

Each line ends with the natural charge from an NBO analysis.
Positions of all 25 atoms, in Å:
C -0.87 -0.90 -2.72  -0.435
C 0.14 -0.64 -1.93  -0.126
C 2.25 -0.25 0.46  -0.420
C 1.30 -1.22 1.14  -0.419
C 0.80 0.10 0.72  -0.067
C 0.60 1.17 1.78  -0.596
C -1.54 -0.77 0.18  -0.610
C -1.00 1.43 -0.56  -0.663
C -0.37 0.16 -0.25  0.033
H -0.67 -1.20 -3.74  0.202
H -1.88 -0.76 -2.45  0.190
H 1.15 -0.71 -2.06  0.178
H 2.86 0.11 1.20  0.219
H 2.49 -0.63 -0.48  0.216
H 1.05 -2.12 0.67  0.212
H 1.38 -1.51 2.16  0.204
H 0.99 0.87 2.73  0.210
H -0.47 1.31 1.80  0.207
H 0.98 2.11 1.54  0.206
H -1.18 -1.72 0.70  0.208
H -2.11 -1.03 -0.60  0.198
H -2.19 -0.31 0.91  0.196
H -1.45 1.45 -1.57  0.233
H -1.88 1.75 0.03  0.210
H -0.28 2.22 -0.39  0.215

***

Model Q:
The following is a quantum chemistry calculation of C9H16 as an isolated structure, from OMol25.

Output
**LUMO**: 0.9 eV
**Total charge**: 0
**HOMO energy**: -8.23 eV

Each line ends with the natural charge from an NBO analysis.
Positions of all 25 atoms, in Å:
C 1.17 3.30 -1.88  -0.629
C 0.31 1.99 -1.44  -0.406
C 1.28 0.77 -1.24  -0.477
C 0.23 0.12 -0.47  0.032
C -0.80 -0.43 -1.42  -0.678
C 0.55 -0.32 0.77  -0.235
C -0.32 -0.80 1.83  -0.231
C -0.76 -2.00 1.70  -0.203
C -1.54 -2.92 2.65  -0.635
H 2.05 3.19 -1.04  0.192
H 1.67 3.26 -2.86  0.218
H 0.73 4.32 -1.43  0.221
H -0.25 2.26 -0.48  0.226
H -0.60 1.83 -2.16  0.220
H 2.33 0.69 -0.82  0.242
H 1.71 0.21 -2.12  0.222
H -0.28 -1.23 -1.96  0.226
H -1.97 -0.93 -1.48  0.239
H -0.93 0.24 -2.33  0.213
H 1.35 0.12 1.15  0.186
H -0.51 -0.24 2.76  0.209
H -0.84 -2.59 0.79  0.196
H -0.56 -3.57 3.36  0.220
H -2.30 -2.01 3.43  0.193
H -2.27 -3.81 2.23  0.237

***

model P comes first in stability; the runner-up is 4.092 eV higher.